(one)
Molecular formula: C21H28Cl6F2O2
Method: DFT, the ωB97M-V functional and the def2-TZVPD basis

Results
* LUMO energy: 0.00552 Ha
* SMILES: Fc1ccccc1.Fc1ccccc1.CC(C)=O.CC(C)=O.ClCCl.ClCCl.ClCCl
* E_HOMO: -9.15 eV

Cartesian coordinates (Å):
F 5.72 0.63 -7.89
C 6.01 0.09 -6.65
C 5.14 0.27 -5.57
C 5.47 -0.14 -4.29
C 6.76 -0.65 -4.04
C 7.57 -0.94 -5.12
C 7.24 -0.50 -6.37
H 4.22 0.78 -5.83
H 4.71 0.00 -3.54
H 7.01 -1.01 -3.06
H 8.39 -1.63 -4.97
H 7.87 -0.54 -7.25
F -9.11 -0.66 -3.32
C -7.89 -0.05 -3.37
C -7.27 0.38 -2.25
C -5.94 0.93 -2.39
C -5.28 1.05 -3.61
C -6.00 0.72 -4.75
C -7.30 0.14 -4.64
H -7.61 0.25 -1.24
H -5.33 1.12 -1.52
H -4.28 1.47 -3.69
H -5.55 0.85 -5.73
H -7.89 -0.09 -5.52
C 0.81 2.53 8.09
C -0.40 2.81 7.20
C -0.15 3.69 6.03
O -1.45 2.21 7.25
H 1.30 1.63 7.73
H 0.62 2.59 9.16
H 1.49 3.37 7.93
H -0.12 4.73 6.35
H -1.11 3.70 5.51
H 0.69 3.53 5.35
C -0.32 -2.93 -2.24
C -1.34 -3.88 -1.62
C -0.77 -4.80 -0.56
O -2.45 -4.00 -2.09
H -0.75 -2.01 -2.63
H 0.42 -3.32 -2.94
H 0.38 -2.58 -1.48
H 0.18 -4.39 -0.21
H -0.50 -5.80 -0.91
H -1.49 -4.93 0.24
Cl 4.44 0.51 4.47
C 5.73 1.43 3.68
Cl 5.27 3.11 3.83
H 6.75 1.36 4.03
H 5.69 1.05 2.66
Cl -5.64 -0.19 4.59
C -4.42 -1.36 5.35
Cl -3.43 -1.99 3.92
H -3.79 -0.85 6.07
H -4.98 -2.21 5.74
Cl 1.94 0.14 0.65
C 0.52 0.90 1.38
Cl -0.61 1.54 0.15
H -0.04 0.17 1.98
H 0.89 1.75 1.95

natural (NBO) atomic charge list, values in e, 5 entries: atom 1 (F): -0.33, atom 2 (C): 0.40, atom 3 (C): -0.28, atom 4 (C): -0.20, atom 5 (C): -0.21

(two)
Molecular formula: C21H28Cl6F2O2
Method: DFT, the ωB97M-V functional and the def2-TZVPD basis

Results
* LUMO energy: 0.01938 Ha
* SMILES: Fc1ccccc1.Fc1ccccc1.CC(C)=O.CC(C)=O.ClCCl.ClCCl.ClCCl
* E_HOMO: -9.21 eV

Cartesian coordinates (Å):
F 1.50 -0.40 -4.03
C 2.33 0.64 -3.80
C 2.46 1.08 -2.49
C 3.33 2.11 -2.18
C 4.11 2.65 -3.20
C 3.98 2.19 -4.50
C 3.06 1.19 -4.82
H 1.84 0.59 -1.74
H 3.42 2.54 -1.20
H 4.83 3.42 -2.96
H 4.51 2.60 -5.35
H 2.89 0.82 -5.82
F 0.59 -2.55 0.89
C 0.41 -3.86 1.02
C -0.88 -4.34 0.82
C -1.13 -5.68 1.00
C -0.08 -6.52 1.38
C 1.20 -6.04 1.60
C 1.45 -4.70 1.32
H -1.66 -3.62 0.58
H -2.11 -6.08 0.77
H -0.24 -7.58 1.53
H 2.02 -6.66 1.93
H 2.43 -4.24 1.40
C -0.68 3.71 -1.40
C 0.18 4.67 -2.22
C 0.53 4.25 -3.62
O 0.58 5.68 -1.70
H -0.12 2.77 -1.28
H -1.66 3.47 -1.82
H -0.83 4.14 -0.42
H 0.82 3.20 -3.68
H 1.31 4.87 -4.04
H -0.42 4.26 -4.17
C -1.16 -4.11 4.46
C -0.48 -2.78 4.32
C 0.66 -2.50 5.30
O -0.71 -2.00 3.43
H -0.84 -4.73 3.61
H -2.24 -4.01 4.35
H -0.89 -4.62 5.38
H 0.42 -2.83 6.31
H 0.91 -1.44 5.28
H 1.51 -3.07 4.91
Cl -5.87 1.09 -2.73
C -4.26 1.70 -2.37
Cl -4.29 3.39 -1.81
H -3.90 1.12 -1.53
H -3.55 1.63 -3.18
Cl -1.97 1.39 1.09
C -0.91 0.11 0.47
Cl -1.32 -0.26 -1.18
H 0.11 0.48 0.53
H -1.14 -0.72 1.12
Cl -3.00 6.09 2.65
C -2.10 4.61 2.97
Cl -0.44 4.76 2.28
H -1.95 4.39 4.02
H -2.57 3.75 2.52

natural (NBO) atomic charge list, values in e, 5 entries: atom 1 (F): -0.32, atom 2 (C): 0.40, atom 3 (C): -0.30, atom 4 (C): -0.18, atom 5 (C): -0.23

The structure with the least stability is (one).

(one)
Molecular formula: C4H10O
Method: DFT, the ωB97M-V functional and the def2-TZVPD basis

Results
* LUMO energy: 0.04289 Ha
* SMILES: CCCOC
* E_HOMO: -9.77 eV

Cartesian coordinates (Å):
C -2.21 0.24 0.67
C -1.13 -0.32 -0.26
C 0.23 0.06 0.27
O 1.24 -0.62 -0.47
C 2.55 -0.12 -0.33
H -2.01 1.30 0.91
H -3.15 0.20 0.15
H -2.31 -0.31 1.62
H -1.34 0.03 -1.28
H -1.19 -1.42 -0.28
H 0.09 -0.18 1.35
H 0.43 1.14 0.23
H 3.22 -0.71 -0.98
H 2.65 0.94 -0.63
H 2.90 -0.22 0.71

natural (NBO) atomic charge list, values in e, 5 entries: atom 1 (C): -0.61, atom 2 (C): -0.41, atom 3 (C): -0.06, atom 4 (O): -0.54, atom 5 (C): -0.24

(two)
Molecular formula: C4H10O
Method: DFT, the ωB97M-V functional and the def2-TZVPD basis

Results
* LUMO energy: 0.03815 Ha
* SMILES: C=CC.CO
* E_HOMO: -9.55 eV

Cartesian coordinates (Å):
C -1.58 -1.06 0.65
C -1.58 0.22 0.06
C -1.25 0.45 -1.47
H -1.72 -1.14 1.75
H -1.66 -2.09 -0.08
H -2.05 1.06 0.59
H -1.72 -0.35 -2.02
H -0.16 0.63 -1.60
H -1.86 1.35 -1.70
C 2.05 0.73 0.76
O 1.97 -0.49 0.00
H 3.10 1.08 0.82
H 1.62 0.69 1.81
H 1.74 1.56 0.15
H 1.16 -0.96 0.29

natural (NBO) atomic charge list, values in e, 5 entries: atom 1 (C): -0.47, atom 2 (C): -0.16, atom 3 (C): -0.66, atom 4 (H): 0.21, atom 5 (H): 0.21

(three)
Molecular formula: C4H10O
Method: DFT, the ωB97M-V functional and the def2-TZVPD basis

Results
* LUMO energy: 0.03583 Ha
* SMILES: CC[C@H](C)O
* E_HOMO: -10.19 eV

Cartesian coordinates (Å):
C -1.56 0.06 -0.52
C -0.68 -0.43 0.66
C 0.82 -0.26 0.42
C 1.27 1.10 -0.12
O 1.24 -1.25 -0.57
H -2.59 -0.21 -0.38
H -1.31 -0.43 -1.51
H -1.49 1.19 -0.63
H -0.91 -1.50 0.93
H -1.03 0.21 1.51
H 1.31 -0.52 1.38
H 2.35 1.16 -0.08
H 1.01 1.05 -1.25
H 0.63 1.95 0.37
H 0.93 -2.09 -0.20

natural (NBO) atomic charge list, values in e, 5 entries: atom 1 (C): -0.62, atom 2 (C): -0.42, atom 3 (C): 0.09, atom 4 (C): -0.64, atom 5 (O): -0.73

The structure with the least stability is (two).

(one)
Molecular formula: C3H6N2O3
Method: DFT, the ωB97M-V functional and the def2-TZVPD basis

Results
* LUMO energy (spin up / spin down): 0.00630 / 0.00631 Ha
* SMILES: COC(=O)/C(O)=N\N
* E_HOMO (spin up / spin down): -8.29 / -8.29 eV

Cartesian coordinates (Å):
C 2.30 0.29 -0.64
O 1.02 -0.22 -0.27
C 0.07 0.86 0.22
O 0.25 1.86 0.83
C -1.02 0.02 -0.36
O -1.19 0.05 -1.70
N -2.00 -0.33 0.43
N -1.70 -1.21 1.44
H 2.25 0.90 -1.54
H 2.73 0.87 0.19
H 3.00 -0.54 -0.80
H -2.07 -0.31 -1.88
H -2.55 -1.47 1.93
H -1.09 -0.77 2.14

natural (NBO) atomic charge list, values in e, 5 entries: atom 1 (C): -0.27, atom 2 (O): -0.57, atom 3 (C): 0.75, atom 4 (O): -0.48, atom 5 (C): 0.47

(two)
Molecular formula: C3H6N2O3
Method: DFT, the ωB97M-V functional and the def2-TZVPD basis

Results
* LUMO energy (spin up / spin down): -0.00394 / -0.00395 Ha
* E_HOMO (spin up / spin down): -7.78 / -7.78 eV

Cartesian coordinates (Å):
C -0.15 0.19 1.13
C 0.48 0.60 -0.18
C -0.71 -0.53 -0.05
N -2.03 -0.46 -0.38
O 2.27 -0.79 0.18
O 0.33 1.82 -0.80
N 1.35 -0.33 -0.74
O -0.04 -1.59 -0.58
H 2.76 -1.47 -0.31
H 1.01 2.43 -0.48
H -2.27 -0.66 -1.34
H -2.64 0.17 0.12
H 0.44 -0.35 1.86
H -0.80 0.95 1.55

natural (NBO) atomic charge list, values in e, 5 entries: atom 1 (C): -0.50, atom 2 (C): 0.16, atom 3 (C): 0.48, atom 4 (N): -0.79, atom 5 (O): -0.51

(three)
Molecular formula: C3H6N2O3
Method: DFT, the ωB97M-V functional and the def2-TZVPD basis

Results
* LUMO energy: -0.00256 Ha
* SMILES: O=CNCC(=O)NO
* E_HOMO: -9.30 eV

Cartesian coordinates (Å):
O 1.25 -1.34 -0.51
C 0.28 -1.13 -1.18
N -1.19 -1.12 -0.49
C -1.11 -0.43 0.79
C -0.23 0.93 0.45
O -0.47 2.11 -0.11
N 1.12 0.64 1.05
O 1.94 1.63 0.41
H 0.27 -1.08 -2.49
H -1.95 -1.25 -1.11
H -2.15 -0.17 1.03
H -0.70 -0.86 1.66
H 1.47 -0.27 0.57
H 1.45 2.35 -0.07

natural (NBO) atomic charge list, values in e, 5 entries: atom 1 (O): -0.57, atom 2 (C): 0.57, atom 3 (N): -0.67, atom 4 (C): -0.30, atom 5 (C): 0.62

(four)
Molecular formula: C3H6N2O3
Method: DFT, the ωB97M-V functional and the def2-TZVPD basis

Results
* LUMO energy: -0.01374 Ha
* E_HOMO: -9.23 eV

Cartesian coordinates (Å):
C -0.42 0.53 -0.07
C 0.56 -0.01 0.82
C 0.84 -1.18 -0.19
H -1.01 1.93 -1.37
H 0.55 2.29 -0.07
H -2.89 -1.62 -0.29
H -0.03 -0.61 1.66
H 2.42 0.29 0.58
H -0.01 -1.68 -0.88
N 0.00 1.60 -0.80
N -1.60 0.13 -0.32
O -2.02 -0.98 0.66
O 1.67 0.70 1.08
O 1.94 -1.38 -0.80

natural (NBO) atomic charge list, values in e, 5 entries: atom 1 (C): 0.31, atom 2 (C): -0.05, atom 3 (C): 0.38, atom 4 (H): 0.42, atom 5 (H): 0.42

The structure with the least stability is (four).

(one)
Molecular formula: C3H6N2O3
Method: DFT, the ωB97M-V functional and the def2-TZVPD basis

Results
* LUMO energy: 0.00774 Ha
* SMILES: C/N=C(\O)C(=O)NO
* E_HOMO: -8.53 eV

Cartesian coordinates (Å):
C -1.42 -0.13 1.63
N -0.98 -0.28 0.35
C -0.63 -0.38 -0.81
O -1.01 0.21 -1.94
C 0.79 -0.75 -0.79
O 1.10 -1.90 -0.58
N 1.40 0.49 -0.67
O 2.63 0.49 -0.01
H -2.42 0.25 1.51
H -0.78 0.56 2.21
H -1.40 -1.09 2.16
H -1.23 1.15 -1.84
H 0.82 1.32 -0.49
H 3.12 0.08 -0.73

natural (NBO) atomic charge list, values in e, 5 entries: atom 1 (C): -0.41, atom 2 (N): -0.46, atom 3 (C): 0.51, atom 4 (O): -0.70, atom 5 (C): 0.57

(two)
Molecular formula: C3H6N2O3
Method: DFT, the ωB97M-V functional and the def2-TZVPD basis

Results
* LUMO energy: 0.02590 Ha
* SMILES: [H]/N=[N+](\[O-])COC(C)=O
* E_HOMO: -10.12 eV

Cartesian coordinates (Å):
H -0.18 2.86 0.12
N -0.56 1.91 0.10
N -0.89 1.36 1.18
O -0.96 1.80 2.32
C -1.26 -0.29 0.85
O -0.49 -0.57 -0.27
C 0.84 -0.54 -0.28
C 1.30 -1.12 -1.54
O 1.47 -0.22 0.69
H -2.30 -0.38 0.72
H -0.98 -0.75 1.78
H 1.26 -2.26 -1.31
H 0.51 -0.96 -2.28
H 2.24 -0.84 -2.06

natural (NBO) atomic charge list, values in e, 5 entries: atom 1 (H): 0.35, atom 2 (N): -0.49, atom 3 (N): 0.35, atom 4 (O): -0.43, atom 5 (C): 0.07

The structure with the least stability is (one).

(one)
Molecular formula: C2H5NO2
Method: DFT, the ωB97M-V functional and the def2-TZVPD basis

Results
* LUMO energy: -0.07339 Ha
* SMILES: C1CN1.O=O
* E_HOMO: -9.47 eV

Cartesian coordinates (Å):
C -1.37 -0.65 -0.04
C -1.07 0.80 0.02
N -0.02 -0.16 -0.35
H -1.55 -1.21 0.86
H -1.87 -0.99 -0.92
H -1.07 1.27 0.99
H -1.35 1.45 -0.80
H 0.70 -0.34 0.36
O 3.39 -0.50 0.01
O 4.22 0.35 -0.13

natural (NBO) atomic charge list, values in e, 5 entries: atom 1 (C): -0.26, atom 2 (C): -0.26, atom 3 (N): -0.61, atom 4 (H): 0.19, atom 5 (H): 0.19

(two)
Molecular formula: C2H5NO2
Method: DFT, the ωB97M-V functional and the def2-TZVPD basis

Results
* LUMO energy: 0.03305 Ha
* SMILES: CONC=O
* E_HOMO: -10.19 eV

Cartesian coordinates (Å):
C 0.00 -0.95 -1.15
O -0.94 -0.43 0.00
N 0.15 -0.07 0.91
C 0.21 1.28 0.97
O -0.17 2.09 0.12
H -0.72 -0.96 -2.06
H 0.57 -2.10 -0.88
H 0.75 -0.14 -1.43
H -0.37 -0.46 1.68
H 0.52 1.73 1.84

natural (NBO) atomic charge list, values in e, 5 entries: atom 1 (C): -0.29, atom 2 (O): -0.40, atom 3 (N): -0.37, atom 4 (C): 0.49, atom 5 (O): -0.55

(three)
Molecular formula: C2H5NO2
Method: DFT, the ωB97M-V functional and the def2-TZVPD basis

Results
* LUMO energy: 0.03222 Ha
* SMILES: NC=O.C=O
* E_HOMO: -9.77 eV

Cartesian coordinates (Å):
N 1.66 0.54 1.09
C 1.72 0.11 -0.20
O 0.79 0.01 -0.95
H 2.52 0.40 1.67
H 0.90 1.02 1.46
H 2.81 0.03 -0.49
C -2.03 -0.44 -0.62
O -2.28 -0.27 0.58
H -1.58 -1.41 -0.99
H -2.46 0.23 -1.36

natural (NBO) atomic charge list, values in e, 5 entries: atom 1 (N): -0.83, atom 2 (C): 0.54, atom 3 (O): -0.60, atom 4 (H): 0.39, atom 5 (H): 0.40

(four)
Molecular formula: C2H5NO2
Method: DFT, the ωB97M-V functional and the def2-TZVPD basis

Results
* LUMO energy: 0.02735 Ha
* SMILES: NC(=O)CO
* E_HOMO: -9.81 eV

Cartesian coordinates (Å):
N 1.54 0.08 0.23
C 0.39 -0.59 -0.15
O 0.38 -1.81 -0.15
C -1.01 0.04 -0.33
O -1.21 1.36 0.10
H 2.21 -0.59 0.59
H 1.96 0.88 -0.22
H -1.33 -0.04 -1.37
H -1.64 -0.66 0.23
H -1.29 1.33 1.06

natural (NBO) atomic charge list, values in e, 5 entries: atom 1 (N): -0.85, atom 2 (C): 0.64, atom 3 (O): -0.60, atom 4 (C): -0.16, atom 5 (O): -0.70

The structure with the least stability is (one).

(one)
Molecular formula: C2H5NO2
Method: DFT, the ωB97M-V functional and the def2-TZVPD basis

Results
* LUMO energy: 0.02122 Ha
* SMILES: O=CO.C=N
* E_HOMO: -8.92 eV

Cartesian coordinates (Å):
O 2.87 -0.31 -1.94
C 1.79 0.13 -1.81
O 1.50 1.32 -1.22
H 0.77 -0.42 -1.97
H 1.20 1.98 -1.89
C -1.35 -0.52 2.06
N -2.41 -0.23 1.41
H -0.62 0.23 1.67
H -0.94 -1.15 2.81
H -2.81 -1.03 0.88

natural (NBO) atomic charge list, values in e, 5 entries: atom 1 (O): -0.51, atom 2 (C): 0.65, atom 3 (O): -0.73, atom 4 (H): 0.09, atom 5 (H): 0.50

(two)
Molecular formula: C2H5NO2
Method: DFT, the ωB97M-V functional and the def2-TZVPD basis

Results
* LUMO energy: 0.01610 Ha
* SMILES: [NH3+][O-].C=C=O
* E_HOMO: -8.92 eV

Cartesian coordinates (Å):
N -0.19 1.26 0.58
O -0.23 1.15 -0.80
H 0.22 0.47 1.00
H 0.38 2.05 0.89
H -1.17 1.26 0.82
C 0.02 -1.90 -1.06
C -0.40 -2.00 0.16
O -0.77 -2.09 1.27
H 0.28 -0.94 -1.43
H -0.06 -2.68 -1.62

natural (NBO) atomic charge list, values in e, 5 entries: atom 1 (N): -0.39, atom 2 (O): -0.74, atom 3 (H): 0.36, atom 4 (H): 0.38, atom 5 (H): 0.40

(three)
Molecular formula: C2H5NO2
Method: DFT, the ωB97M-V functional and the def2-TZVPD basis

Results
* LUMO energy: 0.01924 Ha
* SMILES: O=CO.C=N
* E_HOMO: -10.64 eV

Cartesian coordinates (Å):
O 2.14 4.65 -4.98
C 2.01 3.47 -5.14
O 2.15 2.32 -4.35
H 1.36 3.11 -5.90
H 2.91 1.70 -4.68
C -1.79 -3.12 4.94
N -3.09 -3.57 4.83
H -0.82 -3.75 5.23
H -1.19 -2.23 5.24
H -3.66 -2.58 4.80

natural (NBO) atomic charge list, values in e, 5 entries: atom 1 (O): -0.50, atom 2 (C): 0.66, atom 3 (O): -0.74, atom 4 (H): 0.08, atom 5 (H): 0.51

(four)
Molecular formula: C2H5NO2
Method: DFT, the ωB97M-V functional and the def2-TZVPD basis

Results
* LUMO energy: 0.02277 Ha
* SMILES: NCC(=O)O
* E_HOMO: -9.42 eV

Cartesian coordinates (Å):
N -1.86 0.90 0.03
C -0.89 -0.19 -0.42
C 0.56 -0.07 0.20
O 1.06 -0.29 1.32
O 1.33 -0.36 -0.89
H -1.85 1.75 -0.56
H -2.70 0.66 0.40
H -1.16 -1.21 -0.08
H -0.77 -0.23 -1.51
H 2.35 -0.44 -0.49

natural (NBO) atomic charge list, values in e, 5 entries: atom 1 (N): -0.86, atom 2 (C): -0.31, atom 3 (C): 0.77, atom 4 (O): -0.60, atom 5 (O): -0.70

The structure with the least stability is (two).